101
Properties=species:S:1:pos:R:3 method="wB97M-V/def2-TZVPD" largest_force_ev_per_a=7.9 gap_ev=7.854 lumo_energy_ev=-2.4 total_charge=+1
Ca -0.165 0.097 -0.216
C -2.951 2.104 3.066
C -1.702 1.884 2.198
O -1.468 0.556 1.768
H -3.048 1.430 3.917
H -3.869 1.819 2.550
H -3.027 3.119 3.456
H -0.791 2.407 2.486
H -1.808 2.501 1.305
C 4.166 -0.035 -1.409
O 4.212 -1.353 -1.980
H 3.233 0.528 -1.437
H 4.505 -0.074 -0.374
H 4.888 0.603 -1.919
H 3.666 -1.474 -2.760
C 0.486 -0.085 5.285
O 0.551 -0.505 3.925
H 0.385 0.990 5.439
H -0.389 -0.549 5.740
H 1.465 -0.381 5.660
H -0.242 -0.170 3.501
C -1.265 -3.242 -0.451
O -1.034 -2.224 0.145
N -1.639 -4.340 0.112
N -1.287 -3.351 -1.728
H -1.781 -4.254 1.108
H -1.681 -5.228 -0.368
H -1.337 -4.229 -2.225
H -1.154 -2.452 -2.168
C -0.745 3.148 -1.655
O -0.329 2.001 -1.601
N -1.987 3.599 -1.362
N -0.038 4.130 -2.083
H -2.693 3.033 -0.912
H -2.084 4.602 -1.428
H -0.368 5.079 -1.986
H 0.858 3.959 -2.515
C 1.924 2.431 1.034
O 1.322 1.541 0.518
N 1.987 2.593 2.319
N 2.448 3.407 0.370
H 1.378 2.016 2.881
H 2.641 3.267 2.689
H 2.395 3.365 -0.638
H 2.816 4.229 0.826
C 0.950 -0.698 -3.381
O 0.995 -1.038 -2.195
N 1.364 0.497 -3.777
N 0.391 -1.382 -4.344
H 1.771 1.152 -3.125
H 0.980 0.754 -4.676
H 0.562 -1.020 -5.271
H -0.043 -2.265 -4.117
C -3.060 0.432 -1.836
O -2.075 -0.213 -1.656
N -3.796 0.818 -0.847
N -3.518 0.834 -3.032
H -4.569 1.437 -1.047
H -3.438 0.696 0.089
H -4.238 1.521 -2.853
H -3.006 0.609 -3.873
C -5.428 -3.460 -2.441
O -5.493 -3.410 -3.678
N -6.499 -3.552 -1.760
N -4.343 -2.981 -1.814
H -7.397 -3.700 -2.199
H -6.459 -3.275 -0.790
H -3.745 -2.406 -2.391
H -4.287 -2.871 -0.812
C 2.139 -2.128 1.133
O 1.579 -1.174 0.669
N 3.011 -2.740 0.502
N 1.916 -2.698 2.279
H 3.347 -2.389 -0.384
H 3.389 -3.532 1.001
H 1.163 -2.236 2.769
H 2.555 -3.442 2.518
C -3.306 -2.143 3.445
O -3.726 -3.147 4.003
N -2.202 -2.081 2.793
N -3.976 -1.059 3.297
H -1.919 -1.306 2.210
H -1.546 -2.845 2.723
H -3.629 -0.364 2.651
H -4.944 -1.047 3.585
C 4.836 -0.485 3.397
O 6.007 -0.241 3.532
N 4.239 -1.587 3.700
N 4.024 0.273 2.726
H 3.239 -1.599 3.557
H 4.767 -2.373 4.049
H 4.419 1.166 2.469
H 3.083 -0.021 2.508
C 3.341 3.141 -3.428
O 2.494 2.664 -2.628
N 3.694 4.391 -3.554
N 4.126 2.363 -4.184
H 4.111 4.559 -4.458
H 3.168 5.049 -2.996
H 4.736 2.650 -4.936
H 3.805 1.406 -4.206

---

70
Properties=species:S:1:pos:R:3 method="wB97M-V/def2-TZVPD" largest_force_ev_per_a=3.5 gap_ev=6.811 lumo_energy_ev=-4.1 total_charge=+1 e_above_lowest_kcal_mol=39.7
Ti 0.373 -0.304 1.181
C 1.013 0.315 -3.646
C -0.168 -0.592 -4.015
N -1.123 -0.894 -2.913
C -2.183 -1.883 -3.276
C -1.760 -3.350 -3.502
C -1.761 0.157 -2.234
C -2.003 -0.240 -0.764
N -1.106 0.460 0.142
C -1.260 1.842 0.155
C -0.518 2.786 -0.575
F 0.384 2.396 -1.474
C -0.663 4.161 -0.323
F 0.105 5.050 -0.910
C -1.600 4.644 0.590
C -2.276 3.683 1.292
F -3.072 4.117 2.334
C -2.152 2.317 1.108
F -2.743 1.522 2.025
H 1.960 -0.101 -3.773
H 0.960 0.496 -2.600
H 0.931 1.293 -4.138
H 0.270 -1.601 -4.246
H -0.639 -0.205 -4.914
H -2.598 -1.516 -4.248
H -2.957 -1.787 -2.493
H -1.066 -3.344 -4.405
H -2.624 -4.004 -3.772
H -1.277 -3.643 -2.536
H -2.581 0.517 -2.826
H -1.131 1.049 -2.254
H -1.946 -1.269 -0.553
H -2.983 0.088 -0.511
H -1.727 5.682 0.636
Cl 4.733 5.339 -0.325
C 3.773 4.135 0.396
C 2.981 4.352 1.500
C 2.118 3.376 2.011
Cl 1.137 3.572 3.469
C 2.036 2.169 1.334
O 1.101 1.344 1.650
C 2.904 1.908 0.212
C 2.708 0.672 -0.455
O 1.767 -0.112 -0.298
C 3.712 2.922 -0.286
H 3.065 5.304 1.988
H 3.466 0.439 -1.208
H 4.223 2.701 -1.309
I 1.031 -0.117 4.972
C -0.589 -1.101 4.157
C -1.407 -1.811 5.054
C -2.498 -2.501 4.525
C -2.839 -2.389 3.197
C -1.984 -1.611 2.370
N -0.911 -0.969 2.879
H -1.216 -1.730 6.118
H -3.252 -3.024 5.158
H -3.631 -2.854 2.686
H -2.313 -1.384 1.373
C 0.805 -4.587 -0.955
C 0.439 -3.268 -0.380
N 0.162 -2.292 0.111
H 0.257 -4.660 -1.925
H 0.448 -5.407 -0.404
H 1.875 -4.577 -1.186
F 1.554 -1.571 1.890
B 3.468 -2.493 2.275
F 3.903 -2.340 0.986
F 3.849 -1.609 3.205
F 3.047 -3.667 2.656

---

21
Properties=species:S:1:pos:R:3 method="wB97M-V/def2-TZVPD" spin_multiplicity=2 largest_force_ev_per_a=7.5 gap_ev="10.806 / 6.252" lumo_energy_ev="-9.2 / -13.7" total_charge=+2 e_above_lowest_kcal_mol=55.1
O -0.731 -0.158 2.031
C 0.488 -0.470 1.745
N 1.464 -0.651 2.707
C 0.837 -0.657 0.237
N -0.280 -0.407 -0.746
C -0.191 1.009 -1.042
C 0.843 1.243 -2.193
H 2.177 -1.253 2.464
H 1.095 -0.356 3.709
H 1.821 -0.163 -0.083
H 1.109 -1.767 0.233
H -1.123 -0.484 -0.117
H -0.562 -1.097 -1.486
H 0.075 1.634 -0.155
H -1.138 1.464 -1.398
H 1.838 0.853 -1.943
H 1.034 2.354 -2.518
H 0.309 0.676 -3.007
H -2.900 -0.432 1.279
H -3.409 -0.934 -0.027
O -2.756 -0.404 0.308

---

77
Properties=species:S:1:pos:R:3 method="wB97M-V/def2-TZVPD" largest_force_ev_per_a=3.5 smiles="CC(=O)OC(=O)CN1c2ccccc2Sc2cc(CC(=O)c3ccccc3)ccc21.CCOC(=O)C(F)(F)F.CCOC(=O)C(F)(F)F" gap_ev=8.170 lumo_energy_ev=0.6
C -3.938 5.044 -2.315
C -2.497 4.427 -2.477
O -1.763 4.193 -1.560
O -2.091 4.208 -3.808
C -1.564 2.884 -3.981
O -2.220 1.967 -3.598
C -0.182 2.808 -4.722
N 0.781 1.828 -4.166
C 0.781 0.559 -4.872
C 1.501 0.533 -6.168
C 1.546 -0.672 -7.012
C 0.857 -1.904 -6.563
C 0.172 -1.923 -5.261
C 0.153 -0.688 -4.453
S -0.696 -0.733 -2.858
C 0.121 0.639 -1.933
C 0.113 0.562 -0.442
C 0.732 1.680 0.294
C 0.749 1.638 1.863
C -0.629 2.142 2.468
O -0.685 3.067 3.254
C -1.888 1.341 1.959
C -2.582 1.909 0.806
C -3.736 1.239 0.209
C -4.175 -0.021 0.819
C -3.481 -0.587 1.986
C -2.309 0.077 2.590
C 1.299 2.778 -0.493
C 1.332 2.832 -1.951
C 0.722 1.715 -2.717
H -4.577 4.652 -3.155
H -3.807 6.144 -2.539
H -4.368 4.857 -1.305
H 0.292 3.827 -4.738
H -0.411 2.468 -5.775
H 2.041 1.435 -6.558
H 2.084 -0.644 -7.993
H 0.872 -2.799 -7.226
H -0.333 -2.850 -4.888
H -0.346 -0.318 0.062
H 1.625 2.171 2.310
H 0.818 0.551 2.173
H -2.206 2.853 0.352
H -4.214 1.705 -0.687
H -5.060 -0.521 0.353
H -3.782 -1.557 2.453
H -1.755 -0.326 3.468
H 1.735 3.630 0.094
H 1.773 3.690 -2.520
C 5.052 -4.693 -1.164
C 3.793 -5.129 -1.885
O 2.636 -4.931 -1.055
C 2.133 -3.689 -1.039
O 2.581 -2.764 -1.652
C 0.881 -3.636 -0.162
F 1.040 -4.289 1.005
F -0.179 -4.200 -0.770
F 0.527 -2.381 0.147
H 5.137 -5.199 -0.200
H 5.935 -4.919 -1.762
H 5.037 -3.620 -0.960
H 3.842 -6.197 -2.098
H 3.677 -4.614 -2.840
C -0.267 0.908 6.522
C 0.087 0.494 7.935
O -0.288 -0.873 8.175
C 0.575 -1.802 7.745
O 1.607 -1.567 7.183
C 0.075 -3.200 8.111
F -1.237 -3.357 7.854
F 0.246 -3.457 9.422
F 0.717 -4.164 7.439
H -1.325 0.723 6.325
H -0.059 1.968 6.366
H 0.301 0.334 5.787
H -0.475 1.099 8.647
H 1.147 0.648 8.147

---

48
Properties=species:S:1:pos:R:3 method="wB97M-V/def2-TZVPD" largest_force_ev_per_a=0.6 smiles="Cc1ccccc1CSCC(=O)N1CCN(c2ccccc2)CC1" gap_ev=8.340 lumo_energy_ev=0.6 e_above_lowest_kcal_mol=0.0
C 0.496 1.742 -2.738
C 0.198 1.980 -1.289
C -1.110 1.893 -0.830
C -1.429 2.163 0.489
C -0.428 2.521 1.376
C 0.883 2.589 0.940
C 1.210 2.321 -0.384
C 2.639 2.419 -0.814
S 3.372 0.812 -1.317
C 3.787 0.052 0.285
C 2.670 -0.029 1.310
O 2.829 0.499 2.397
N 1.562 -0.737 1.010
C 1.221 -1.277 -0.289
C 0.520 -2.634 -0.137
N -0.647 -2.514 0.712
C -1.810 -1.958 0.179
C -2.676 -1.159 0.934
C -3.851 -0.669 0.396
C -4.207 -0.950 -0.909
C -3.372 -1.754 -1.665
C -2.201 -2.253 -1.133
C -0.198 -2.106 2.027
C 0.469 -0.730 1.969
H 0.818 2.670 -3.211
H -0.390 1.384 -3.256
H 1.297 1.015 -2.864
H -1.894 1.611 -1.518
H -2.454 2.092 0.818
H -0.663 2.740 2.407
H 1.664 2.849 1.639
H 2.746 3.042 -1.703
H 3.267 2.811 -0.016
H 4.595 0.634 0.733
H 4.161 -0.942 0.036
H 2.114 -1.396 -0.898
H 0.535 -0.586 -0.798
H 0.256 -3.009 -1.123
H 1.201 -3.354 0.328
H -2.446 -0.901 1.955
H -4.492 -0.053 1.011
H -5.121 -0.556 -1.329
H -3.635 -2.002 -2.683
H -1.595 -2.896 -1.752
H -1.028 -2.099 2.732
H 0.525 -2.852 2.372
H 0.884 -0.446 2.937
H -0.269 0.020 1.662

---

11
Properties=species:S:1:pos:R:3 method="wB97M-V/def2-TZVPD" largest_force_ev_per_a=4.5 smiles=F[C@@H]1Cn2nnnc21 gap_ev=11.522 lumo_energy_ev=0.6 e_above_lowest_kcal_mol=53.9
F -2.111 -0.655 -0.679
C -1.420 -0.157 0.521
C -0.898 1.259 0.136
N 0.416 0.702 0.130
N 1.641 0.906 -0.322
N 2.074 -0.376 -0.263
N 1.127 -1.299 0.254
C 0.079 -0.581 0.347
H -1.996 -0.463 1.384
H -1.254 1.764 -0.792
H -1.123 1.941 0.890

---

14
Properties=species:S:1:pos:R:3 method="wB97M-V/def2-TZVPD" largest_force_ev_per_a=4.6 smiles="OP(O)C(F)F.C=N" gap_ev=9.543 lumo_energy_ev=0.8
O -0.915 1.839 -0.628
P -1.190 0.742 0.535
O -2.776 0.433 0.259
C -0.696 -1.035 -0.208
F -0.024 -1.815 0.738
F -0.090 -0.989 -1.396
H -0.083 2.166 -0.556
H -2.819 0.824 -0.700
H -1.767 -1.584 -0.379
C 2.138 -0.397 0.777
N 1.647 0.625 0.258
H 1.792 -0.701 1.724
H 2.795 -1.103 0.180
H 1.988 0.995 -0.604

---

51
Properties=species:S:1:pos:R:3 method="wB97M-V/def2-TZVPD" spin_multiplicity=5 largest_force_ev_per_a=4.8 gap_ev="4.849 / 5.602" lumo_energy_ev="-4.7 / -3.9"
Cr 13.725 7.758 -33.694
O 14.292 6.389 -37.723
C 13.818 6.023 -36.527
O 14.080 6.744 -35.500
O 13.180 4.971 -36.446
H 13.838 5.646 -38.184
B 17.238 8.000 -33.919
F 15.849 7.862 -33.701
F 17.490 9.343 -34.232
F 17.913 7.618 -32.765
F 17.567 7.148 -34.972
C 14.538 9.682 -38.000
C 15.378 9.228 -39.209
O 16.588 9.950 -39.358
O 15.217 9.402 -36.781
H 13.531 9.253 -38.029
H 14.382 10.760 -38.066
H 14.760 9.405 -40.091
H 15.688 8.183 -39.154
H 17.001 10.040 -38.491
H 15.289 8.440 -36.737
C 13.806 5.118 -42.813
C 13.332 5.833 -41.572
O 13.235 5.084 -40.387
O 15.179 4.791 -42.809
H 13.656 5.791 -43.661
H 13.154 4.255 -43.009
H 12.387 6.379 -41.734
H 13.841 6.772 -41.287
H 13.722 4.257 -40.546
H 15.417 4.550 -41.904
C 14.506 2.292 -38.942
C 13.741 1.104 -39.548
O 12.510 1.649 -40.019
O 15.018 3.071 -40.031
H 15.402 1.988 -38.390
H 13.911 2.964 -38.320
H 13.554 0.315 -38.817
H 14.398 0.617 -40.272
H 12.641 1.813 -40.959
H 15.918 3.357 -39.861
C 18.174 4.607 -39.415
C 17.785 5.469 -38.201
O 16.928 4.722 -37.311
O 17.321 4.819 -40.509
H 18.102 3.560 -39.091
H 19.235 4.731 -39.644
H 17.511 6.507 -38.374
H 18.711 5.411 -37.616
H 16.450 5.316 -36.727
H 17.804 4.948 -41.329